This record from the OMol25 dataset describes C27H25Br2ClF32IN4O5 as an isolated structure. The level of theory is ωB97M-V/def2-TZVPD.

Computed properties:
* charge: +1
* E: -10740.360844 Eh
* gap between HOMO and LUMO: 7.3 eV
* F_max: 0.07676 Eh/bohr
* E_HOMO: -12.4 eV

Last column: Mulliken charge in e.
CARTESIAN COORDINATES (ANGSTROEM)
I: 4.22 8.95 -7.80  0.415
Br: -0.69 6.22 -3.74  -0.052
Br: 2.65 3.83 -4.29  0.051
Cl: 5.91 5.72 -8.74  -0.126
F: -10.90 -0.41 5.53  -0.273
F: 1.41 -2.11 -0.85  -0.248
F: -9.59 -2.13 5.65  -0.208
F: 4.25 -7.86 3.21  -0.329
F: 2.59 -1.08 -2.80  -0.282
F: -2.68 -3.24 2.61  -0.259
F: -3.99 -3.62 0.92  -0.220
F: 6.88 -4.78 1.35  -0.269
F: -8.78 1.30 5.63  -0.338
F: -8.70 -0.06 3.94  -0.253
F: 2.84 0.75 -3.92  -0.335
F: -7.24 -4.55 3.84  -0.274
F: 3.00 -6.92 0.99  -0.270
F: 0.22 -0.19 -3.92  -0.286
F: 7.96 -3.69 2.86  -0.304
F: -8.37 -2.74 3.42  -0.233
F: -4.43 -3.01 -1.47  -0.278
F: -5.96 -1.95 0.69  -0.193
F: 1.43 -2.29 1.31  -0.259
F: 0.17 -0.03 -1.75  -0.183
F: -1.46 -1.19 1.32  -0.277
F: 3.79 -5.74 3.33  -0.249
F: 3.38 -0.41 1.53  -0.294
F: -5.30 -1.50 -2.75  -0.310
F: -5.28 -3.03 5.10  -0.293
F: -7.13 -2.64 -1.01  -0.264
F: -7.22 -2.86 6.03  -0.295
F: 4.59 -5.48 0.62  -0.192
F: 4.52 -3.39 2.16  -0.197
F: 1.58 0.34 0.57  -0.243
F: -3.60 -0.89 1.57  -0.242
F: 6.15 -2.11 1.48  -0.304
O: -6.41 -1.18 4.78  -0.313
O: -4.04 -0.83 -1.08  -0.443
O: 6.37 -5.05 3.52  -0.406
O: 2.86 0.86 -1.73  -0.284
O: 6.51 6.65 -6.44  -0.335
N: 3.44 6.64 -5.84  0.711
N: 1.94 7.83 -4.64  -0.297
N: 2.09 5.59 -4.09  -0.220
N: 3.34 7.91 -6.26  -0.718
C: -2.79 -3.10 1.27  0.116
C: 2.49 6.62 -4.83  0.499
C: -6.24 -1.71 -0.61  0.161
C: 6.05 -6.38 3.13  -0.720
C: 1.09 5.74 -3.02  -0.426
C: 1.54 6.68 -1.86  -0.501
C: 0.76 0.45 -2.86  0.546
C: 3.52 0.07 -0.74  -1.034
C: -7.13 -3.21 3.67  0.739
C: -2.68 -1.62 0.89  0.937
C: -8.58 0.00 5.28  0.880
C: 5.77 -2.97 2.46  0.242
C: 3.09 6.69 -1.59  -1.010
C: -9.68 -0.83 5.96  0.076
C: 2.27 0.22 -2.81  0.604
C: 2.18 -1.94 0.25  0.377
C: 4.32 5.63 -6.38  -0.192
C: 2.64 -0.49 0.39  1.010
C: 2.48 8.65 -5.56  0.085
C: 5.67 6.10 -6.99  0.075
C: 4.31 -6.67 1.21  0.104
C: -4.98 -1.78 -1.47  0.689
C: 6.74 -4.15 2.53  0.748
C: -2.77 -1.29 -0.61  -0.645
C: 4.59 -6.64 2.71  0.879
C: -7.13 -0.35 5.67  -0.737
C: -6.53 -2.56 4.92  0.739
H: 0.89 4.78 -2.54  0.272
H: 6.20 -6.97 4.04  0.413
H: -6.51 -3.02 2.79  -0.201
H: 4.89 -7.45 0.72  0.256
H: 6.76 -6.79 2.42  0.339
H: -7.05 -0.69 6.70  0.318
H: 4.22 0.76 -0.27  0.428
H: -9.64 -0.71 7.04  0.284
H: -6.71 -0.72 -0.69  0.252
H: 3.78 5.06 -7.17  0.412
H: -2.00 -3.69 0.80  0.235
H: 3.44 7.72 -1.79  0.267
H: 4.15 -0.70 -1.19  0.353
H: 1.15 7.70 -2.03  0.321
H: -2.11 -0.44 -0.76  0.274
H: 1.04 6.33 -0.94  0.507
H: 3.03 -2.62 0.19  0.121
H: 4.66 4.86 -5.66  0.229
H: -2.36 -2.08 -1.23  0.422
H: 5.74 -2.43 3.40  0.265
H: 3.67 5.95 -2.17  0.265
H: 3.24 6.56 -0.50  0.352
H: -6.59 0.60 5.65  0.414
H: 2.27 9.70 -5.74  0.419
H: 0.53 1.52 -2.94  0.017